# 1
Formula: C50H117N10O12
Source: OMol25
Level of theory: wB97M-V/def2-TZVPD

The charge is -1. Its spin multiplicity is 1. The calculation puts the gap between HOMO and LUMO at 6.70 eV. For the HOMO energy, the calculation gives -4.69 eV.

Cartesian coordinates (Å):
1 C 0.54058 -0.55543 -1.25026
2 C -0.72661 0.43143 -1.14123
3 C -0.65705 1.26416 0.13017
4 O -1.03141 1.19785 -2.30203
5 H 1.46748 0.00355 -1.12181
6 H 0.64056 -1.11092 -2.18275
7 H 0.44852 -1.18265 -0.36357
8 H -1.54804 -0.23631 -0.88149
9 H -0.31954 0.73072 1.01879
10 H -1.62572 1.59878 0.50140
11 H -0.00477 2.12680 -0.00579
12 C -6.46330 -2.03702 -6.07599
13 O -6.62223 -1.68318 -4.75975
14 C -7.68852 -2.32843 -4.08627
15 C -7.60617 -1.94304 -2.63390
16 N -6.42260 -2.44871 -1.88880
17 C -6.60190 -2.31296 -0.44507
18 C -5.29685 -2.35041 0.35828
19 O -4.66843 -1.06486 0.39959
20 C -3.50394 -1.07589 1.19099
21 H -6.60447 -3.11753 -6.10194
22 H -5.52009 -1.70585 -6.51048
23 H -7.33481 -1.62769 -6.58688
24 H -7.69702 -3.40783 -4.23769
25 H -8.58656 -1.86170 -4.49099
26 H -8.53614 -2.36700 -2.25507
27 H -7.63613 -0.87018 -2.44373
28 H -6.25478 -3.42208 -2.09968
29 H -7.27295 -3.10120 -0.10378
30 H -7.04219 -1.33819 -0.23517
31 H -4.52753 -2.99171 -0.07180
32 H -5.46311 -2.71346 1.37251
33 H -3.76146 -1.53239 2.14670
34 H -3.05620 -0.10168 1.38730
35 H -2.72820 -1.73397 0.79952
36 C 4.67542 3.30519 -3.55622
37 O 3.72209 2.43573 -2.99550
38 C 2.62316 2.06923 -3.84341
39 C 1.61555 3.17658 -4.35731
40 N 0.61218 3.55163 -3.33028
41 C 1.25344 4.20574 -2.16008
42 C 0.38052 5.13494 -1.31143
43 O -0.21238 6.17039 -2.09052
44 C -1.23163 6.89699 -1.42506
45 H 5.29437 3.79354 -2.80356
46 H 4.20345 4.07916 -4.16146
47 H 5.26300 2.75529 -4.29138
48 H 2.07735 1.18306 -3.51954
49 H 3.08301 1.61016 -4.71856
50 H 1.11535 2.63059 -5.15718
51 H 2.08250 3.99139 -4.91062
52 H 0.22855 2.67085 -3.01859
53 H 2.12211 4.79408 -2.45566
54 H 1.52647 3.42765 -1.44724
55 H 0.97402 5.78612 -0.66970
56 H -0.35849 4.63218 -0.68757
57 H -2.17377 6.40134 -1.19095
58 H -1.41418 7.59478 -2.24229
59 H -1.01397 7.53698 -0.56999
60 C -0.89125 -4.01339 0.20153
61 O -2.26960 -4.55469 0.42965
62 C -2.91080 -5.17269 -0.68904
63 C -4.05661 -6.14665 -0.20761
64 N -3.54161 -7.35398 0.49015
65 C -4.54078 -8.37617 0.80888
66 C -4.02084 -9.84372 1.08901
67 O -3.58275 -9.92556 2.45143
68 C -2.46092 -9.12468 2.87646
69 H -0.11314 -4.77126 0.29248
70 H -0.64174 -3.16255 0.83550
71 H -0.91781 -3.66028 -0.82935
72 H -2.28397 -5.64180 -1.44740
73 H -3.41495 -4.41035 -1.28298
74 H -4.53070 -6.58068 -1.08793
75 H -4.82201 -5.57030 0.31209
76 H -3.11270 -7.11701 1.37332
77 H -5.19702 -8.43597 -0.05938
78 H -5.12943 -8.07477 1.67533
79 H -3.31037 -10.09300 0.30085
80 H -4.87479 -10.50042 0.92281
81 H -2.75960 -8.11401 3.15471
82 H -1.59825 -9.19636 2.21407
83 H -2.05490 -9.55703 3.79097
84 C -1.82082 4.33012 2.04854
85 C -2.36689 3.78967 3.46014
86 C -3.53778 2.76296 3.07606
87 C -3.59386 1.48284 3.97717
88 C -2.20859 0.90474 4.35910
89 C -1.16892 1.92441 4.90173
90 N -1.18716 3.10995 4.04886
91 O -0.13500 4.04225 4.24286
92 C -1.61119 2.20291 6.32903
93 C 0.22324 1.20858 4.81326
94 C -2.89349 4.85587 4.40407
95 H -1.21456 3.68100 1.41672
96 H -1.22295 5.19738 2.32875
97 H -2.67701 4.68712 1.47619
98 H -4.54763 3.17258 3.05374
99 H -3.50907 2.51670 2.01463
100 H -4.16841 0.65139 3.56891
101 H -4.13214 1.81452 4.86505
102 H -1.77774 0.33081 3.53869
103 H -2.39821 0.19508 5.16441
104 H -0.88222 2.79096 6.88661
105 H -2.50282 2.82983 6.33703
106 H -1.69066 1.27901 6.90192
107 H 0.39038 0.73263 3.84701
108 H 1.07770 1.88504 4.83328
109 H 0.23358 0.48757 5.63066
110 H -2.12214 5.53492 4.76741
111 H -3.39975 4.39212 5.25068
112 H -3.51447 5.53485 3.81973
113 H 0.56455 3.69861 3.68238
114 C 4.05858 4.47626 4.21549
115 C 5.02043 4.10036 3.05416
116 C 6.10577 3.11829 3.52213
117 C 5.63743 1.65883 3.52418
118 C 5.03620 1.21484 2.17898
119 C 3.90808 2.09608 1.67219
120 N 4.34396 3.53375 1.83029
121 O 3.43817 4.47368 1.31058
122 C 3.74819 1.68253 0.15104
123 C 2.61167 1.76186 2.44173
124 C 5.83884 5.32419 2.66728
125 H 4.14589 5.53562 4.45683
126 H 4.31349 3.97814 5.15090
127 H 3.03236 4.18174 3.99591
128 H 7.00442 3.16379 2.90694
129 H 6.51578 3.40773 4.48972
130 H 4.95318 1.43446 4.34244
131 H 6.51735 1.05544 3.74726
132 H 4.66866 0.19582 2.29988
133 H 5.74788 1.02232 1.37614
134 H 2.74213 1.96662 -0.15758
135 H 4.49344 2.12952 -0.50691
136 H 3.76811 0.60361 -0.00275
137 H 1.78888 2.37664 2.07683
138 H 2.25220 0.74677 2.27298
139 H 2.80603 1.97953 3.49195
140 H 6.58682 5.12482 1.89989
141 H 6.31048 5.70042 3.57509
142 H 5.33068 6.06515 2.05014
143 H 3.91059 4.62899 0.48942
144 C 4.65802 -3.04530 1.37463
145 C 4.71807 -3.42859 -0.15126
146 C 3.28473 -3.09086 -0.69219
147 C 3.19688 -3.04729 -2.22580
148 C 4.23984 -2.06518 -2.78078
149 C 5.64693 -2.20772 -2.24785
150 N 5.63901 -2.46337 -0.85346
151 O 6.89859 -2.35496 -0.25821
152 C 6.34051 -3.30962 -3.08187
153 C 6.30816 -0.85039 -2.50022
154 C 5.02390 -4.87251 -0.28418
155 H 4.42468 -1.98636 1.48549
156 H 5.54487 -3.19678 1.98998
157 H 3.92515 -3.62258 1.93831
158 H 2.61220 -3.90052 -0.40891
159 H 2.88802 -2.22273 -0.16581
160 H 2.21017 -2.65704 -2.47520
161 H 3.23623 -4.03564 -2.68376
162 H 3.85381 -1.06071 -2.60717
163 H 4.10551 -2.36837 -3.81911
164 H 7.40580 -3.36693 -2.85832
165 H 5.85068 -4.28117 -3.01655
166 H 6.49373 -3.07246 -4.13466
167 H 6.44394 -0.74302 -3.57639
168 H 5.76637 0.04513 -2.19589
169 H 7.24922 -0.65101 -1.98762
170 H 6.03257 -5.07008 0.07866
171 H 5.05125 -5.31753 -1.27882
172 H 4.39891 -5.59253 0.24409
173 H 6.99022 -1.46146 0.08071
174 C -1.77061 -0.77694 -5.23818
175 O -2.03856 -1.48158 -6.20233
176 N -0.94818 -1.09483 -4.29329
177 N -2.29597 0.36309 -5.02039
178 H -0.86801 -0.40471 -3.56021
179 H -0.36221 -1.91661 -4.25556
180 H -3.07115 0.74236 -5.54513
181 H -1.76968 0.98804 -4.42662
182 C -3.29464 4.17536 -2.49353
183 O -2.42167 4.52483 -3.30189
184 N -4.30881 4.98905 -2.24689
185 N -3.41438 3.02588 -1.86854
186 H -4.28865 5.92479 -2.62650
187 H -5.14666 4.73361 -1.74404
188 H -4.25150 2.86544 -1.32670
189 H -2.72955 2.30769 -2.05644

***

# 2
Formula: C50H121N3O12
Source: OMol25
Level of theory: wB97M-V/def2-TZVPD

The charge is 0. The structure (SMILES) is CC1(C)CCCC(C)(C)N1O.CC1(C)CCCC(C)(C)N1O.CC1(C)CCCC(C)(C)N1O.CC(C)O.CC(C)O.CC(C)O.CC(C)O.CC(C)O.CC(C)O.CC(C)O.CO.CO. Its spin multiplicity is 1. The calculation puts the gap between HOMO and LUMO at 8.63 eV. For the HOMO energy, the calculation gives -8.17 eV.

Cartesian coordinates (Å):
1 C 25.09106 16.78643 16.11524
2 C 23.87664 15.89242 15.86598
3 C 24.28720 14.59931 15.14152
4 C 23.20236 15.50786 17.17135
5 C 22.50612 16.61170 17.86952
6 C 21.33220 17.06749 16.97238
7 C 21.85880 17.58216 15.63700
8 C 20.68118 17.72493 14.61837
9 C 22.55616 18.90488 15.79673
10 N 22.73255 16.47999 15.02944
11 O 23.26841 16.93659 13.80989
12 H 25.88800 16.17165 16.55754
13 H 25.39858 17.33839 15.21908
14 H 24.87887 17.60678 16.85044
15 H 25.04635 14.10060 15.67819
16 H 23.42662 13.97045 14.95925
17 H 24.54367 14.93818 14.10744
18 H 22.45158 14.77897 16.85870
19 H 23.85968 14.97568 17.82389
20 H 22.22517 16.28925 18.86811
21 H 23.12143 17.50143 18.11704
22 H 20.70575 17.88188 17.42969
23 H 20.65554 16.21648 16.76597
24 H 20.16919 16.75546 14.57767
25 H 21.10965 18.01695 13.62750
26 H 20.04114 18.47625 15.07159
27 H 23.34148 18.85794 16.55199
28 H 21.76818 19.62796 16.04118
29 H 22.98446 19.31347 14.85754
30 H 23.76383 17.72919 14.00117
31 C 10.99674 13.04161 16.18694
32 C 11.82989 12.45897 17.37223
33 C 13.32261 12.62030 17.09972
34 C 11.47089 13.30062 18.59104
35 C 11.89255 12.70518 19.88453
36 C 11.34872 11.32014 20.13694
37 C 11.66253 10.34711 18.95563
38 C 13.13703 9.85310 19.01516
39 C 10.67981 9.23255 19.07595
40 N 11.34220 11.04989 17.66419
41 O 11.51958 10.23114 16.50790
42 H 11.21007 12.47356 15.30642
43 H 11.20887 14.08870 16.11916
44 H 9.94972 12.89790 16.37717
45 H 13.64659 11.99562 16.16736
46 H 13.93699 12.34819 17.96776
47 H 13.71548 13.57100 16.79427
48 H 11.83395 14.30205 18.45075
49 H 10.40474 13.48767 18.66944
50 H 11.64434 13.34554 20.76251
51 H 12.97775 12.63987 19.93734
52 H 10.29995 11.35051 20.32257
53 H 11.72446 10.94626 21.07956
54 H 13.89659 10.62838 19.32986
55 H 13.15804 9.03424 19.76123
56 H 13.54188 9.46044 18.06830
57 H 10.88131 8.35978 18.46011
58 H 10.61756 8.91202 20.14498
59 H 9.63707 9.57639 18.82033
60 H 12.48873 10.23773 16.20673
61 C 16.72493 10.69983 21.03570
62 C 16.82187 12.25600 20.98724
63 C 15.46942 12.85879 21.44965
64 C 18.03918 12.54211 21.92098
65 C 18.39724 14.02962 21.98559
66 C 18.58791 14.47910 20.52792
67 C 17.54692 14.17237 19.43366
68 C 16.38585 15.13167 19.59265
69 C 18.30297 14.28094 18.18583
70 N 17.28211 12.70246 19.63398
71 O 16.17922 12.39134 18.75750
72 H 15.88100 10.42579 20.48274
73 H 17.66457 10.20634 20.64013
74 H 16.57860 10.44308 22.05968
75 H 14.88368 13.20244 20.59611
76 H 14.94011 12.20478 22.11538
77 H 15.66494 13.80416 21.97784
78 H 17.84856 12.08164 22.88771
79 H 18.92915 12.03019 21.54888
80 H 17.58577 14.53343 22.61195
81 H 19.38071 14.17965 22.51830
82 H 19.54935 14.05535 20.19942
83 H 18.74926 15.55293 20.52212
84 H 15.58553 14.79235 18.95384
85 H 16.71632 16.18518 19.34785
86 H 16.07696 15.20981 20.63226
87 H 19.10240 13.59346 18.28719
88 H 18.52977 15.32121 18.07755
89 H 17.70273 13.96863 17.30667
90 H 16.54303 11.61442 18.22900
91 C 17.16567 16.34201 13.20981
92 C 17.27568 15.73688 14.61489
93 C 16.04053 14.91100 14.93465
94 O 18.54935 15.05867 14.76364
95 H 16.74910 15.63108 12.52207
96 H 18.13964 16.55843 12.81772
97 H 16.36047 17.06028 13.27550
98 H 17.21831 16.53552 15.36187
99 H 15.97860 14.66994 16.01580
100 H 15.87206 14.10197 14.21035
101 H 15.29894 15.69062 14.83349
102 H 19.01538 15.09338 13.89549
103 C 12.85046 13.94780 13.28399
104 C 12.71677 12.71210 12.35393
105 C 12.39830 13.28402 10.97858
106 O 13.90637 11.92012 12.31654
107 H 13.80168 14.43769 13.23279
108 H 12.74364 13.62056 14.29839
109 H 12.10757 14.78071 13.20552
110 H 11.92935 12.04544 12.78346
111 H 13.13456 14.07280 10.70475
112 H 11.48182 13.87559 11.01906
113 H 12.45608 12.53034 10.21290
114 H 13.89216 11.27728 13.05687
115 C 22.69138 13.52808 11.51954
116 C 21.78517 14.67177 12.04964
117 C 20.67568 14.89053 10.95238
118 O 21.11257 14.34198 13.24388
119 H 23.34602 13.26268 12.34422
120 H 23.31392 13.90202 10.67085
121 H 22.04915 12.69777 11.23860
122 H 22.34164 15.55915 12.34206
123 H 19.89298 14.16962 11.07440
124 H 21.09013 14.67759 9.92055
125 H 20.22440 15.87992 10.99102
126 H 21.54832 14.63652 14.03716
127 C 19.01997 10.39722 5.78336
128 C 18.74691 10.81336 7.19676
129 C 17.57948 10.00333 7.77398
130 O 19.92227 10.67628 8.08501
131 H 18.30138 10.84125 5.09885
132 H 18.93871 9.31924 5.70052
133 H 19.96747 10.77684 5.42716
134 H 18.59228 11.88780 7.23357
135 H 17.09483 10.53944 8.52873
136 H 17.90178 9.05473 8.17218
137 H 16.86944 9.81487 6.95248
138 H 19.60752 11.04927 8.93519
139 C 11.78683 8.40917 13.88236
140 C 13.32037 8.48156 13.65901
141 C 13.71042 8.42001 12.20251
142 O 13.72239 9.77338 14.19489
143 H 11.26280 9.34618 13.54016
144 H 11.53990 8.29414 14.90943
145 H 11.35211 7.50724 13.31742
146 H 13.74896 7.76769 14.30298
147 H 13.34149 7.54092 11.62090
148 H 14.77532 8.32990 12.05298
149 H 13.51812 9.35060 11.74798
150 H 14.69538 9.62663 14.41641
151 C 16.87327 15.21222 8.80950
152 C 15.98311 14.06264 9.37318
153 C 15.56579 13.09668 8.29720
154 O 16.78314 13.33010 10.35092
155 H 17.07514 15.95989 9.54079
156 H 16.41424 15.70450 8.01005
157 H 17.75717 14.80477 8.31452
158 H 15.13493 14.46720 9.87141
159 H 15.34496 12.13110 8.73259
160 H 16.44464 12.94112 7.65941
161 H 14.67019 13.31092 7.80281
162 H 16.19100 12.67681 10.80826
163 C 18.25070 10.13033 11.67928
164 C 18.78827 10.78934 12.89046
165 C 18.02780 12.09393 13.14684
166 O 18.74039 9.78275 13.93694
167 H 18.07871 10.87702 10.90490
168 H 17.22735 9.85353 11.92735
169 H 18.84302 9.26336 11.33541
170 H 19.81195 11.10814 12.70022
171 H 18.12039 12.78588 12.28682
172 H 18.29305 12.76798 13.98924
173 H 16.91362 11.92146 13.19230
174 H 18.74606 10.17679 14.81229
175 C 20.04200 11.91704 16.19772
176 O 18.77237 11.14612 16.19480
177 H 19.82016 12.97351 16.40149
178 H 20.54864 11.58508 17.09546
179 H 20.56605 11.79862 15.27165
180 H 18.12654 11.81280 15.89266
181 C 16.44494 8.51502 16.09181
182 O 16.06769 8.43458 14.70014
183 H 16.99609 9.46062 16.25771
184 H 15.45402 8.55479 16.58128
185 H 17.04175 7.67402 16.43623
186 H 16.83132 8.67417 14.11527